Formula: C43H47Cl3N3O3SbSi2Y
Source: OMol25
Level of theory: the ωB97M-V functional and the def2-TZVPD basis

Geometry (Å):
Y (0.04264, -0.43972, 0.41471)
C (0.35992, 0.04236, 4.58645)
Si (1.82805, 0.15083, 3.41901)
C (2.47184, -1.58256, 3.01676)
C (3.16945, 0.97831, 4.42878)
C (1.29972, 0.98684, 1.83070)
C (0.10456, 1.87013, 1.98171)
C (0.02930, 2.99398, 2.82160)
C (-1.13683, 3.71493, 2.92304)
C (-2.25985, 3.33588, 2.18337)
C (-2.13928, 2.24132, 1.36323)
N (-1.00341, 1.53071, 1.26678)
Si (2.68503, 1.70485, 0.80680)
C (4.06458, 2.60580, 1.69475)
C (1.94849, 2.97777, -0.35699)
C (3.50217, 0.27297, -0.09344)
H (0.57334, -0.68094, 5.37699)
H (-0.57327, -0.25269, 4.11003)
H (0.18564, 1.00626, 5.07043)
H (2.12196, -2.31702, 3.74630)
H (3.56352, -1.59824, 3.05313)
H (2.20637, -1.96118, 2.02271)
H (3.19022, 0.51178, 5.41780)
H (2.98682, 2.04436, 4.57574)
H (4.16217, 0.86697, 3.99586)
H (0.90669, 3.27824, 3.38791)
H (-1.18502, 4.57624, 3.57715)
H (-3.19287, 3.87585, 2.24382)
H (-2.96976, 1.90019, 0.75385)
H (3.70677, 3.26648, 2.48554)
H (4.57799, 3.22844, 0.95605)
H (4.80591, 1.93620, 2.12804)
H (1.71405, 3.87856, 0.21903)
H (1.02319, 2.68531, -0.85563)
H (2.66422, 3.26572, -1.13013)
H (4.11221, -0.27590, 0.63103)
H (4.16325, 0.61550, -0.89387)
H (2.83807, -0.46765, -0.55309)
Cl (-2.35462, -6.66094, -2.77258)
C (-1.47072, -5.35025, -2.06535)
C (-2.11346, -4.14652, -1.82722)
C (-1.37084, -3.12118, -1.28200)
Cl (-2.22421, -1.59831, -0.95578)
C (-0.00843, -3.21538, -0.96930)
O (0.66649, -2.18903, -0.47348)
C (0.57576, -4.46514, -1.19594)
Cl (2.24636, -4.66893, -0.79987)
C (-0.13442, -5.52069, -1.74326)
H (-3.15782, -4.01389, -2.06851)
H (0.35648, -6.46680, -1.91977)
O (-5.27843, 1.97782, 4.31563)
C (-5.30589, 0.69511, 4.90669)
N (-4.18048, 0.00578, 4.32052)
C (-4.03331, -1.33120, 4.44904)
O (-4.80458, -2.02872, 5.07858)
C (-2.84209, -1.93594, 3.75805)
C (-2.31795, -3.13759, 4.21862)
C (-1.21181, -3.67622, 3.58656)
C (-0.66372, -3.00349, 2.50482)
N (-1.18119, -1.86263, 2.03964)
C (-2.25040, -1.34774, 2.65725)
H (-6.02088, 2.48843, 4.64958)
H (-6.21901, 0.14524, 4.66744)
H (-5.19790, 0.75749, 5.99487)
H (-3.45117, 0.58340, 3.93435)
H (-2.78838, -3.62442, 5.06306)
H (-0.76996, -4.60497, 3.91774)
H (0.20484, -3.38964, 1.98410)
H (-2.64833, -0.43492, 2.22821)
C (-1.23700, 4.73137, -4.34907)
C (-1.54259, 4.35932, -3.04961)
C (-1.09195, 3.14157, -2.55733)
C (-0.33517, 2.29108, -3.35787)
C (-0.03954, 2.66950, -4.66667)
C (-0.48681, 3.88683, -5.15668)
Sb (0.24737, 0.42508, -2.58883)
C (2.23823, 0.24794, -3.25913)
C (2.96685, 1.36376, -3.65830)
C (4.30641, 1.23586, -4.00342)
C (4.92565, -0.00306, -3.94515)
C (4.21027, -1.11656, -3.52821)
C (2.87455, -0.99052, -3.17957)
C (-0.84165, -0.84678, -3.87074)
C (-0.38575, -2.11556, -4.21961)
C (-1.16130, -2.94623, -5.01670)
C (-2.40105, -2.51704, -5.46658)
C (-2.86313, -1.25480, -5.12222)
C (-2.08627, -0.42227, -4.32885)
H (-1.58291, 5.68051, -4.73619)
H (-2.12896, 5.01540, -2.41977)
H (-1.32924, 2.86580, -1.53416)
H (0.52793, 2.01441, -5.31553)
H (-0.25478, 4.17639, -6.17311)
H (2.50114, 2.33953, -3.70670)
H (4.86776, 2.10613, -4.31718)
H (5.96888, -0.09846, -4.21537)
H (4.69508, -2.08172, -3.46145)
H (2.35291, -1.86282, -2.80230)
H (0.57445, -2.47729, -3.87376)
H (-0.79536, -3.92929, -5.28372)
H (-3.00429, -3.16359, -6.09005)
H (-3.82746, -0.91482, -5.47622)
H (-2.46010, 0.56472, -4.07759)

Forces on atoms 1 to 6 (eV/Å):
-0.0571 0.5090 0.6322
-0.0345 0.0213 0.0706
0.0184 -0.0556 -0.0762
0.0120 -0.1049 -0.0990
0.0145 0.0469 0.0690
-0.1703 0.2747 0.3006

Values from the calculation:
Kohn-Sham gap: 0.298 Ha
Total charge: +1
Highest occupied orbital energy: -0.3934 hartree

---

Formula: C43H47Cl3N7NiO2Se
Source: OMol25
Level of theory: the ωB97M-V functional and the def2-TZVPD basis

Geometry (Å):
Ni (-0.21988, -0.80467, 0.32019)
C (3.26975, -4.90651, -3.06353)
C (2.95769, -3.45272, -3.42898)
C (1.70169, -2.95063, -2.78860)
C (0.44467, -2.91036, -3.30881)
C (-0.02377, -3.36612, -4.65475)
C (-0.69730, -4.74092, -4.61464)
C (-0.38871, -2.32441, -2.29315)
N (0.31645, -2.03666, -1.16857)
C (1.60306, -2.40284, -1.46156)
C (2.67652, -2.27628, -0.60797)
C (2.63172, -1.68939, 0.63318)
C (3.78788, -1.49838, 1.47455)
C (5.17928, -1.96384, 1.17770)
C (5.49670, -3.31611, 1.82073)
C (3.35267, -0.82388, 2.57029)
C (1.94203, -0.61042, 2.37651)
C (1.16412, 0.12480, 3.25144)
C (-0.13347, 0.46799, 3.01504)
N (-0.87840, 0.08358, 1.93338)
C (-2.05485, 0.74654, 2.07375)
C (-3.12633, 0.65924, 1.21667)
C (-3.12008, -0.09386, 0.06528)
N (-2.04073, -0.74251, -0.44328)
C (-2.49340, -1.33671, -1.59257)
C (-1.73637, -2.06098, -2.46874)
C (-3.90458, -1.07271, -1.79283)
C (-4.29504, -0.28969, -0.76204)
C (-5.66484, 0.21153, -0.43097)
C (-6.36311, -0.64954, 0.62532)
C (-4.73212, -1.63873, -2.90304)
C (-5.10641, -3.10544, -2.67103)
C (-2.07693, 1.54198, 3.28634)
C (-0.88333, 1.35228, 3.88509)
C (-0.36320, 1.99369, 5.13305)
C (0.45806, 3.25295, 4.84052)
C (-3.22310, 2.38363, 3.75105)
C (-4.25691, 1.58053, 4.54503)
N (1.50888, -1.15217, 1.21028)
C (4.14320, -0.31604, 3.73342)
C (3.92760, -1.13028, 5.01233)
H (4.20667, -5.23889, -3.51563)
H (2.47203, -5.56841, -3.40524)
H (3.35052, -5.02280, -1.98150)
H (2.86867, -3.36154, -4.51425)
H (3.79729, -2.81575, -3.13969)
H (0.82730, -3.39972, -5.33946)
H (-0.71900, -2.63159, -5.07114)
H (0.00390, -5.50183, -4.26761)
H (-1.06128, -5.03519, -5.60141)
H (-1.54248, -4.73779, -3.92434)
H (3.63576, -2.63400, -0.95833)
H (5.89088, -1.21473, 1.53458)
H (5.32882, -2.03236, 0.09811)
H (5.41797, -3.25221, 2.90717)
H (6.50595, -3.65007, 1.57018)
H (4.78941, -4.07585, 1.48339)
H (1.64416, 0.53539, 4.12791)
H (-4.02477, 1.20725, 1.46465)
H (-2.20238, -2.39430, -3.38681)
H (-6.27134, 0.23525, -1.33948)
H (-5.60579, 1.24402, -0.07642)
H (-6.47534, -1.67558, 0.27054)
H (-7.35455, -0.25875, 0.86359)
H (-5.77597, -0.68257, 1.54408)
H (-4.19353, -1.54668, -3.85046)
H (-5.64324, -1.04574, -3.01097)
H (-4.21201, -3.72017, -2.56254)
H (-5.69778, -3.49955, -3.50020)
H (-5.68921, -3.21120, -1.75441)
H (0.24762, 1.27751, 5.68991)
H (-1.20775, 2.24259, 5.78164)
H (1.32272, 3.02265, 4.21612)
H (0.80833, 3.71380, 5.76700)
H (-0.14281, 3.98518, 4.29810)
H (-3.70467, 2.85618, 2.89175)
H (-2.83829, 3.19967, 4.36678)
H (-4.64432, 0.75329, 3.94723)
H (-5.09861, 2.20542, 4.85147)
H (-3.80335, 1.15287, 5.44092)
H (3.87968, 0.73099, 3.90571)
H (5.20475, -0.32749, 3.47393)
H (2.87353, -1.14440, 5.29290)
H (4.49644, -0.71272, 5.84560)
H (4.24033, -2.16677, 4.87072)
Cl (-0.16605, 5.40282, 1.72526)
C (1.46080, 4.76491, 1.38480)
Cl (1.85309, 5.08233, -0.33121)
Cl (2.62651, 5.64086, 2.39904)
C (1.50891, 3.17312, 1.58923)
O (2.53346, 2.75408, 2.14830)
O (0.53556, 2.60133, 1.10142)
Se (0.18034, 0.78812, -4.87135)
N (1.90360, 1.23709, -4.73151)
C (2.17151, 1.21630, -3.44657)
C (3.43376, 1.56605, -2.86335)
C (3.51732, 1.53292, -1.51890)
C (2.39162, 1.10268, -0.72085)
N (1.24302, 0.74720, -1.19372)
C (1.08442, 0.84654, -2.55242)
N (-0.06848, 0.59273, -3.12800)
H (4.25450, 1.86400, -3.50234)
H (4.42172, 1.81979, -0.99867)
H (2.50379, 1.08768, 0.35915)

Forces on atoms 1 to 6 (eV/Å):
-0.5301 -1.3188 0.4145
0.0033 -0.0031 0.0020
-0.0223 -0.0383 0.0319
0.0125 0.0449 -0.0300
0.0003 -0.0243 0.0030
-0.0044 -0.0188 0.0253

Values from the calculation:
Kohn-Sham gap (spin up / spin down): 0.210 / 0.209 Ha
Total charge: -1
Highest occupied orbital energy (spin up / spin down): -0.1496 / -0.1496 hartree

---

Formula: C43H47N5O2Si3W
Source: OMol25
Level of theory: the ωB97M-V functional and the def2-TZVPD basis

Geometry (Å):
W (12.75839, 11.36008, 11.24606)
O (17.13292, 10.33781, 14.82816)
C (16.12566, 10.90871, 15.47669)
C (16.35510, 11.06477, 16.84702)
C (15.29851, 11.49305, 17.71285)
C (14.05864, 11.78326, 17.21825)
C (13.83254, 11.68111, 15.87349)
C (14.79220, 11.21675, 15.02258)
C (14.41178, 11.07252, 13.63037)
O (13.13528, 11.22558, 13.28773)
N (15.33390, 10.79607, 12.76725)
N (14.88583, 10.42185, 11.44749)
C (15.29388, 11.53606, 10.45927)
C (14.62602, 11.22360, 9.16331)
C (15.21948, 11.02666, 7.99476)
C (14.63279, 10.66842, 6.80521)
C (13.26571, 10.40805, 6.97479)
C (12.63089, 10.58029, 8.19027)
N (13.21886, 11.06743, 9.30268)
H (16.78980, 10.32746, 13.93389)
H (17.31455, 10.82698, 17.24599)
H (15.55036, 11.59059, 18.79821)
H (13.27233, 12.14966, 17.86614)
H (12.85208, 11.87534, 15.49630)
H (14.86909, 12.81455, 11.95366)
H (16.30329, 10.94338, 8.15254)
H (15.24110, 10.52505, 5.93040)
H (12.62635, 10.06587, 6.26874)
H (11.66000, 10.24944, 8.23273)
C (15.93339, 14.85902, 9.59714)
Si (14.23604, 14.25049, 10.27654)
C (13.76367, 15.17085, 11.84328)
C (12.83224, 14.19112, 9.05046)
N (14.51508, 12.62582, 11.05217)
C (16.80679, 11.33136, 10.44112)
C (17.89558, 12.10466, 10.08004)
C (19.09855, 11.49453, 9.81898)
C (19.21681, 10.12256, 10.06122)
C (18.17255, 9.29250, 10.46310)
C (16.95642, 9.96457, 10.63828)
N (15.75468, 9.32645, 10.99652)
Si (15.17048, 7.69415, 11.19552)
C (16.09533, 6.66538, 9.92995)
C (13.36554, 7.70644, 10.74619)
C (15.41615, 7.07859, 12.95796)
H (15.82722, 15.79414, 9.01570)
H (16.44127, 14.13962, 8.96303)
H (16.51275, 15.14371, 10.46185)
H (13.11312, 16.02019, 11.64800)
H (14.67878, 15.64794, 12.21352)
H (13.26266, 14.53196, 12.55376)
H (12.76806, 15.17049, 8.51247)
H (11.85004, 14.09488, 9.57258)
H (12.99433, 13.39072, 8.25164)
H (17.73449, 13.12612, 9.96260)
H (19.92877, 12.07565, 9.45655)
H (20.19663, 9.72924, 9.99423)
H (18.30104, 8.25564, 10.53700)
H (16.11627, 7.32899, 9.04721)
H (15.54640, 5.80611, 9.60546)
H (17.11881, 6.41068, 10.20409)
H (13.42729, 8.07849, 9.66319)
H (12.78284, 8.34002, 11.35838)
H (13.01255, 6.70285, 10.66620)
H (16.51761, 7.06761, 13.09116)
H (15.07962, 6.04110, 13.07570)
H (14.90870, 7.75611, 13.59353)
C (7.26734, 12.73979, 8.10774)
C (6.82906, 12.56998, 9.38968)
C (7.72211, 12.34564, 10.44155)
C (9.07960, 12.12696, 10.19081)
C (9.56709, 12.37461, 8.88893)
C (8.65943, 12.59919, 7.87502)
Si (10.36508, 11.69698, 11.49014)
C (10.33326, 9.73283, 11.49963)
C (9.90189, 8.87452, 10.46811)
C (9.85720, 7.48344, 10.66474)
C (10.25781, 7.01217, 11.91367)
C (10.70612, 7.81996, 12.91921)
C (10.73969, 9.17833, 12.70594)
C (9.69586, 12.20686, 13.27552)
C (8.56844, 11.58968, 13.80114)
C (8.19270, 11.71212, 15.13907)
C (8.98022, 12.47781, 15.96149)
C (10.10560, 13.13746, 15.45888)
C (10.44850, 13.04263, 14.12033)
H (6.61816, 12.90772, 7.30469)
H (5.77098, 12.69541, 9.64376)
H (7.25334, 12.21237, 11.41202)
H (10.59567, 12.17431, 8.56932)
H (9.05610, 12.67164, 6.86119)
H (9.62630, 9.23750, 9.50310)
H (9.62956, 6.81539, 9.84420)
H (10.37018, 5.91780, 11.99273)
H (11.03341, 7.40629, 13.85353)
H (11.01513, 9.84712, 13.49902)
H (7.95090, 11.00017, 13.14638)
H (7.28305, 11.27388, 15.56208)
H (8.79314, 12.57323, 17.01156)
H (10.66642, 13.67922, 16.17138)
H (11.30905, 13.53422, 13.68093)

Forces on atoms 1 to 6 (eV/Å):
-0.5652 -0.6413 0.7903
-0.1770 0.2668 -0.7091
-1.3370 0.1119 2.7616
-2.1865 0.8215 0.6403
2.5956 -0.5111 0.3397
-0.4929 0.6237 0.7476

Values from the calculation:
Expectation value of S²: 2.105
Kohn-Sham gap (spin up / spin down): 0.238 / 0.227 Ha
Total charge: 0
Highest occupied orbital energy (spin up / spin down): -0.2250 / -0.2370 hartree
Multiplicity: 3

---

Formula: C43H47N5OPS3Zr
Source: OMol25
Level of theory: the ωB97M-V functional and the def2-TZVPD basis

Geometry (Å):
Zr (-0.01820, -0.00023, 0.26833)
C (-3.83786, -0.63081, -1.43424)
C (-2.99442, -1.75509, -0.93515)
N (-1.77006, -1.74019, -0.42212)
C (-1.37677, -3.04094, -0.10315)
C (-2.30411, -3.99995, -0.35144)
S (-3.69702, -3.30960, -1.02846)
C (-0.06615, -3.32684, 0.45771)
C (0.43640, -4.56880, 0.69142)
S (1.96276, -4.46180, 1.43901)
C (1.87332, -2.75455, 1.39405)
N (0.77068, -2.29628, 0.83535)
C (2.98208, -1.93653, 1.96854)
H (-3.32239, -0.04056, -2.18784)
H (-4.15634, 0.01886, -0.61979)
H (-4.73857, -1.04029, -1.88886)
H (-2.24564, -5.06078, -0.17107)
H (-0.01121, -5.52526, 0.47631)
H (2.98160, -2.03779, 3.05660)
H (2.88501, -0.88320, 1.71847)
H (3.95141, -2.30332, 1.63025)
C (0.54423, -0.86328, -3.02186)
C (2.00668, -1.29362, -2.92491)
C (2.20071, -2.72806, -3.41912)
C (2.53816, -1.21929, -1.48750)
C (4.06862, -1.20904, -1.44785)
O (4.37673, 0.00377, -0.75072)
C (3.27309, 0.63785, -0.41388)
N (2.15242, 0.01629, -0.71476)
C (3.53742, 1.96127, 0.15788)
C (4.89555, 2.27767, 0.34523)
C (5.30285, 3.54640, 0.69809)
C (4.35996, 4.55457, 0.80990)
C (3.01869, 4.26146, 0.62348)
C (2.58060, 2.96585, 0.36272)
P (0.77260, 2.73700, 0.12836)
C (0.05831, 3.93888, 1.31332)
C (-1.19763, 4.48213, 1.04413)
C (-1.77779, 5.39711, 1.90882)
C (-1.11921, 5.76971, 3.07082)
C (0.11447, 5.20798, 3.36555)
C (0.69652, 4.29399, 2.50324)
C (0.77552, 3.58356, -1.51389)
C (1.45359, 2.91929, -2.54089)
C (1.56173, 3.48733, -3.79698)
C (0.98870, 4.72828, -4.04622)
C (0.35312, 5.41007, -3.02183)
C (0.25246, 4.84752, -1.75400)
H (0.09826, -1.24772, -3.93899)
H (0.47281, 0.22353, -3.06111)
H (-0.04377, -1.27266, -2.18697)
H (2.60437, -0.62778, -3.55472)
H (1.85041, -2.83149, -4.44508)
H (1.64188, -3.43356, -2.79697)
H (3.25231, -3.02027, -3.40559)
H (2.17002, -2.09538, -0.97162)
H (4.52791, -1.15552, -2.43382)
H (4.50211, -2.04836, -0.90729)
H (5.64332, 1.51603, 0.19247)
H (6.35300, 3.75448, 0.84868)
H (4.65890, 5.56727, 1.04572)
H (2.29827, 5.06340, 0.67660)
H (-1.71158, 4.22048, 0.13348)
H (-2.74036, 5.82827, 1.66469)
H (-1.55932, 6.49744, 3.73933)
H (0.62759, 5.47792, 4.27949)
H (1.65568, 3.86934, 2.76655)
H (1.93238, 1.96725, -2.33950)
H (2.09314, 2.96579, -4.58337)
H (1.06040, 5.17606, -5.02878)
H (-0.06089, 6.39419, -3.19800)
H (-0.20779, 5.42048, -0.96293)
N (-3.19349, 0.92358, 2.53045)
C (-3.04274, 1.45076, 1.31932)
N (-2.08010, 1.14777, 0.45575)
C (-2.33549, 1.78942, -0.76892)
C (-1.60988, 1.59921, -1.93357)
C (-2.00960, 2.22730, -3.10030)
C (-3.11379, 3.07179, -3.10494)
C (-3.85098, 3.28051, -1.94958)
C (-3.45824, 2.61700, -0.79858)
S (-4.25680, 2.56834, 0.75283)
H (-2.52665, 0.27930, 2.91372)
H (-3.91946, 1.26480, 3.14013)
H (-0.75154, 0.92574, -1.90913)
H (-1.45447, 2.07188, -4.01401)
H (-3.41534, 3.55801, -4.02255)
H (-4.72471, 3.91909, -1.94255)
C (1.58072, 0.63456, 4.46003)
C (0.67382, 1.10878, 3.31992)
C (-0.47538, 1.91831, 3.91718)
C (0.17552, -0.10298, 2.49385)
H (1.89246, 1.48127, 5.07110)
H (2.47899, 0.13760, 4.08788)
H (1.04587, -0.06456, 5.10646)
H (1.28342, 1.76344, 2.67931)
H (-1.06343, 1.28188, 4.58421)
H (-1.12359, 2.34478, 3.15288)
H (-0.08666, 2.73872, 4.51656)
H (-0.79534, -0.43574, 2.89024)
H (0.84820, -0.92665, 2.72379)

Forces on atoms 1 to 6 (eV/Å):
-0.1744 -0.9841 0.8302
-0.0944 -0.0860 -0.0589
-0.3458 -0.1526 -0.0734
0.6325 0.1802 0.2333
-0.2361 -0.1766 -0.0882
-0.0650 0.0571 -0.0638

Values from the calculation:
Kohn-Sham gap: 0.262 Ha
Total charge: +3
Highest occupied orbital energy: -0.5886 hartree

---

- Look up the total charge of the fourth one.
  +3

---

- What is the total charge in the first record?
  +1